Record 1
9
Properties=species:S:1:pos:R:3:forces:R:3:nbo_charge:R:1 method="wB97M-V/def2-TZVPD" homo_lumo_gap_ev=10.02 de_lowest_ev=0.2072 mol_weight_da=141.03
Br -0.18808 2.56705 -0.76904 0.2 -0.9 0.2 -0.08
S 0.05438 0.94594 1.93905 -0.7 -0.5 -1.1 0.00
C 0.00199 -0.39460 -0.44285 0.2 0.1 -0.2 -0.65
C 0.55011 0.89361 0.15629 -3.6 0.5 1.1 -0.29
H -0.03307 -0.24299 -1.57063 -0.2 -0.7 1.4 0.24
H 1.55291 1.05145 0.01803 2.4 0.2 0.0 0.21
H 0.77112 -1.18181 -0.13225 -1.4 0.7 -0.6 0.23
H -1.01915 -0.58083 0.05333 1.6 -0.1 -1.4 0.22
H -1.21037 0.39847 1.64722 1.4 0.7 0.6 0.13



Record 2
8
Properties=species:S:1:pos:R:3:forces:R:3:nbo_charge:R:1 method="wB97M-V/def2-TZVPD" homo_lumo_gap_ev=11.83 de_lowest_ev=0.5119 mol_weight_da=64.52
Cl -1.27228 1.46458 0.88825 0.2 -0.7 0.3 -0.08
C -0.41687 -0.12608 0.69762 0.4 0.4 -2.4 -0.36
C 0.41964 -0.05570 -0.64306 0.2 2.3 0.7 -0.64
H 1.44348 -0.34096 -0.50823 0.8 0.3 0.8 0.21
H 0.43017 0.95107 -1.17226 -0.2 -1.0 1.1 0.23
H 0.22589 -0.71063 -1.40828 -1.7 -1.9 -1.7 0.21
H -1.17943 -0.92672 0.71200 0.5 0.5 0.0 0.22
H 0.34939 -0.25556 1.43396 -0.3 0.1 1.0 0.21



Record 3
13
Properties=species:S:1:pos:R:3:forces:R:3:nbo_charge:R:1 method="wB97M-V/def2-TZVPD" homo_lumo_gap_ev=9.18 total_charge=+1 de_lowest_ev=0.2372 mol_weight_da=156.00
Cl 2.97320 1.61442 -0.26794 -0.4 -0.8 0.1 0.20
Cl 3.97447 -1.04109 0.12488 -0.9 0.5 0.1 0.23
N 1.08254 -1.82637 -0.00550 0.0 1.0 -0.2 -0.61
N -0.71003 -0.41144 -0.69419 -1.9 0.9 -0.5 -0.66
N -0.07671 1.43733 0.46315 3.4 -0.6 1.4 -0.67
N 2.60912 0.01467 0.34081 -0.3 -0.4 -0.2 -0.45
C 0.13637 0.26212 -0.00535 -1.0 -0.2 -0.3 0.48
C 1.32134 -0.58729 0.12421 3.9 -0.7 0.1 0.34
H -0.86398 1.92901 0.30922 -3.2 1.9 -0.7 0.42
H -1.69800 -0.20928 -0.76987 0.2 0.0 -0.2 0.43
H 0.69985 1.91065 0.86533 0.3 0.5 0.6 0.43
H 1.82770 -2.43452 -0.27436 1.0 -0.4 0.5 0.40
H -0.23164 -1.25727 -0.92907 -1.0 -1.7 -0.6 0.45